# 1
{"formula": "C36H77Br32N5OP", "method": "wB97M-V/def2-TZVPD", "total_energy_ha": -84476.49288, "multiplicity": 1, "e_lumo_ev": -3.23, "total_charge": 1, "homo_lumo_gap_ev": 7.74, "symbols": ["C", "C", "O", "N", "C", "N", "C", "N", "N", "P", "N", "H", "H", "H", "H", "H", "H", "H", "H", "H", "H", "H", "H", "H", "Br", "C", "C", "Br", "H", "H", "H", "H", "Br", "C", "C", "Br", "H", "H", "H", "H", "Br", "C", "C", "Br", "H", "H", "H", "H", "Br", "C", "C", "Br", "H", "H", "H", "H", "Br", "C", "C", "Br", "H", "H", "H", "H", "Br", "C", "C", "Br", "H", "H", "H", "H", "Br", "C", "C", "Br", "H", "H", "H", "H", "Br", "C", "C", "Br", "H", "H", "H", "H", "Br", "C", "C", "Br", "H", "H", "H", "H", "Br", "C", "C", "Br", "H", "H", "H", "H", "Br", "C", "C", "Br", "H", "H", "H", "H", "Br", "C", "C", "Br", "H", "H", "H", "H", "Br", "C", "C", "Br", "H", "H", "H", "H", "Br", "C", "C", "Br", "H", "H", "H", "H", "Br", "C", "C", "Br", "H", "H", "H", "H", "Br", "C", "C", "Br", "H", "H", "H", "H"], "coordinates": [[-4.903384, -1.436620, 4.571532], [-4.588086, -1.347862, 3.106244], [-4.339236, -0.302160, 2.552910], [-4.653828, -2.577052, 2.366763], [-4.728354, -2.413341, 0.920659], [-3.587683, -3.497763, 2.752359], [-2.449573, -3.367328, 1.921104], [-2.293876, -4.262766, 0.940903], [-1.559925, -2.422287, 2.098264], [-0.127854, -2.267640, 1.095459], [-0.417271, -1.701559, -0.316446], [-4.587308, -0.522135, 5.062333], [-4.442440, -2.288328, 5.068065], [-5.979572, -1.554786, 4.694820], [-5.702431, -1.981686, 0.700214], [-3.991845, -1.710635, 0.515545], [-4.712893, -3.376201, 0.418452], [-3.284358, -3.310178, 3.704800], [-2.410554, -3.855789, -0.008250], [-3.058787, -4.931533, 1.023265], [-1.696965, -1.763212, 2.858431], [0.736536, -1.450933, 1.823220], [0.375279, -3.576196, 1.041227], [-1.387581, -1.473147, -0.489052], [3.611296, -0.451936, -0.150144], [2.290876, 0.950348, 0.135820], [2.446860, 1.630483, 1.471458], [1.778846, 0.476284, 2.892770], [1.318186, 0.477849, 0.017225], [2.444347, 1.663115, -0.670041], [1.834656, 2.529665, 1.503612], [3.474553, 1.876597, 1.721063], [-1.016196, -0.184309, 6.226897], [-0.286904, 1.602426, 5.964264], [-1.339376, 2.643784, 5.717042], [-2.027576, 2.530315, 3.901447], [0.405790, 1.531313, 5.133169], [0.261033, 1.813440, 6.879517], [-0.898489, 3.634593, 5.795887], [-2.189834, 2.569445, 6.387040], [-7.031234, -4.188029, 7.133196], [-7.762970, -5.003762, 5.526332], [-6.765339, -5.915557, 4.863555], [-5.384542, -4.904849, 3.933396], [-8.070796, -4.189784, 4.877500], [-8.638844, -5.559855, 5.851480], [-7.252818, -6.517823, 4.099584], [-6.259725, -6.564873, 5.570741], [6.776452, 2.477345, 0.915717], [6.579463, 1.735071, -0.875206], [7.887863, 1.265854, -1.441759], [8.997638, 2.743691, -2.042028], [6.115668, 2.507185, -1.480914], [5.889849, 0.904007, -0.754689], [7.724308, 0.662232, -2.329998], [8.478079, 0.705774, -0.722700], [-3.416003, 0.682592, -0.436116], [-4.809843, 1.806040, 0.334748], [-5.326343, 2.770383, -0.699517], [-4.081184, 4.224857, -0.977660], [-4.384913, 2.297683, 1.203176], [-5.589531, 1.120975, 0.657662], [-6.248954, 3.244819, -0.368136], [-5.489678, 2.298108, -1.663519], [11.917144, 2.561487, 0.690618], [12.792992, 3.808539, -0.519519], [13.050724, 3.186634, -1.865353], [14.543396, 1.942260, -1.826129], [13.699739, 4.137381, -0.023061], [12.110958, 4.649710, -0.617480], [13.328405, 3.952886, -2.585444], [12.192518, 2.632763, -2.232268], [8.667395, 6.509660, 3.931860], [8.520203, 5.781842, 2.134777], [9.839347, 5.277504, 1.617506], [11.007947, 6.739513, 1.079547], [8.103943, 6.567526, 1.512810], [7.812812, 4.960544, 2.210824], [9.690620, 4.681612, 0.719339], [10.385837, 4.694499, 2.349834], [-7.340743, 5.627114, -2.683174], [-7.953223, 7.061451, -1.524530], [-6.921712, 7.427553, -0.491188], [-6.840575, 6.123122, 0.947837], [-8.886372, 6.733202, -1.079158], [-8.141716, 7.903638, -2.186062], [-7.184123, 8.367034, -0.010538], [-5.922369, 7.497402, -0.908877], [-2.514742, 2.340982, -3.988199], [-1.661553, 4.047028, -4.352731], [-2.675084, 5.148198, -4.512261], [-3.548729, 5.070127, -6.248571], [-1.038965, 3.914406, -5.231298], [-1.029262, 4.232997, -3.488518], [-2.188046, 6.119080, -4.474165], [-3.462437, 5.111183, -3.765989], [-2.891118, -3.807962, -2.225759], [-2.754083, -5.689423, -2.716029], [-4.136013, -6.265324, -2.863448], [-4.911712, -6.539057, -1.096844], [-2.187910, -6.188437, -1.937661], [-2.186391, -5.711139, -3.642525], [-4.104509, -7.244107, -3.336506], [-4.807195, -5.616860, -3.417152], [1.434038, 4.167861, -1.870746], [2.321146, 5.881705, -2.144043], [1.330868, 6.988877, -2.374173], [0.527947, 6.948489, -4.142546], [3.008648, 5.741794, -2.971535], [2.880774, 6.075217, -1.231586], [1.826040, 7.954374, -2.301574], [0.505103, 6.949554, -1.670697], [2.222336, -3.461600, -1.804693], [2.823239, -4.802659, -3.075618], [1.652331, -5.451907, -3.761130], [0.734927, -6.715850, -2.599099], [3.439510, -5.508889, -2.529100], [3.436475, -4.270738, -3.799348], [1.979293, -6.032468, -4.620525], [0.910584, -4.724048, -4.074119], [0.804567, 5.107069, 2.596628], [-0.439068, 6.602789, 2.662467], [-0.349481, 7.348847, 3.965846], [-1.219693, 6.388069, 5.412544], [-1.428360, 6.195329, 2.479026], [-0.152847, 7.250678, 1.837217], [-0.874243, 8.298600, 3.896088], [0.676143, 7.521956, 4.274574], [-1.918293, -10.062460, -2.339543], [-0.788540, -11.112569, -1.155764], [0.672300, -10.938486, -1.478119], [1.184642, -11.909547, -3.078116], [-1.116201, -12.142734, -1.246155], [-0.999640, -10.749617, -0.152604], [1.284489, -11.347908, -0.677894], [0.936934, -9.899046, -1.645891], [7.203681, -0.809525, -4.676582], [8.950442, -1.299494, -5.383204], [9.943952, -0.176686, -5.233475], [9.641624, 1.236264, -6.528406], [8.796652, -1.588036, -6.417453], [9.266865, -2.164723, -4.805601], [10.951108, -0.540227, -5.423404], [9.902515, 0.286357, -4.251911], [-7.641786, -4.436625, 0.620846], [-9.438290, -4.987144, 0.101601], [-9.488731, -6.423547, -0.343319], [-8.762032, -6.652724, -2.129329], [-9.760023, -4.303054, -0.676408], [-10.047927, -4.841658, 0.990112], [-10.521627, -6.757701, -0.405677], [-8.930470, -7.083089, 0.313225]], "forces_ev_per_angstrom": [[0.2016, -0.0087, 0.0628], [0.4581, 0.5590, -0.0797], [-0.4793, -0.4020, 0.0536], [0.3038, 0.2065, -0.0843], [-0.4548, 0.3572, -0.1386], [1.3411, 0.3658, -0.1338], [-0.1245, 0.1819, 0.0456], [-1.5088, 0.1971, -0.1709], [0.6299, -0.0507, 0.6907], [0.0270, 0.4095, -1.9371], [-0.3091, -0.1316, 0.5185], [0.0436, 0.0855, -0.0452], [-0.0608, -0.1049, 0.0271], [-0.0557, -0.0841, -0.0620], [-0.0371, 0.0712, 0.0364], [0.1122, -0.2806, 0.0549], [0.0437, -0.1280, 0.0782], [-0.4380, 0.0853, 0.1524], [1.0796, -0.2067, -0.1162], [0.1803, -0.3015, -0.0266], [-0.1617, 0.1778, -0.1095], [-0.0666, -0.4572, 0.6114], [0.0309, -0.0721, 0.6021], [0.0948, 0.2544, -0.3809], [-0.1793, -0.0644, 0.1607], [0.1206, 0.0640, -0.1159], [-0.1638, -0.0305, -0.1462], [0.2133, 0.2560, 0.3060], [-0.0174, 0.0371, -0.0343], [0.0233, 0.0524, 0.0200], [-0.0573, -0.0348, 0.0004], [0.0298, -0.0710, -0.0318], [-0.0892, -0.1014, -0.1623], [0.1265, 0.0081, 0.1275], [-0.0297, 0.0523, -0.1581], [-0.1107, -0.0893, 0.0023], [0.0339, 0.0097, 0.0077], [-0.0388, 0.0357, 0.0183], [0.0379, -0.0097, -0.0135], [0.0126, -0.0468, 0.0245], [0.0204, 0.0680, -0.0648], [-0.0262, -0.0161, 0.1675], [0.0501, 0.0913, -0.0984], [-0.8821, -1.2028, 0.5951], [-0.0109, -0.0242, -0.0452], [0.0138, -0.0335, 0.0047], [-0.0063, 0.0255, -0.0217], [-0.0474, -0.0105, 0.0384], [-0.0334, 0.0421, -0.0158], [-0.0663, -0.0102, 0.1072], [0.1623, 0.0257, -0.0615], [0.0358, 0.0872, -0.0155], [0.0258, 0.0014, -0.0369], [0.0662, -0.0183, -0.0484], [-0.0940, -0.0288, 0.0045], [-0.0244, 0.0019, 0.0353], [0.2501, 0.2068, -0.0951], [-0.1138, -0.1998, -0.1134], [-0.1053, 0.1728, 0.0767], [0.2087, 0.1022, -0.0156], [0.0435, 0.0018, -0.0051], [-0.0223, 0.0096, -0.0229], [0.0096, -0.0197, 0.0597], [0.0294, -0.0053, -0.0122], [0.1260, -0.0975, 0.0527], [-0.1790, -0.0402, -0.0239], [0.1644, -0.0013, -0.0408], [-0.0473, -0.0446, 0.0088], [0.0291, -0.0037, -0.0286], [0.0001, 0.0077, -0.0168], [-0.0105, 0.0254, 0.0153], [-0.0340, 0.0290, 0.0094], [0.0055, 0.0515, -0.0284], [-0.0207, -0.0349, 0.1593], [-0.0330, 0.1116, -0.1692], [0.0164, 0.0094, 0.0685], [0.0041, -0.0123, -0.0353], [0.0122, -0.0171, -0.0333], [-0.0648, -0.0372, 0.0288], [-0.0238, -0.0126, 0.0248], [-0.0446, -0.0626, 0.0244], [0.0618, -0.0118, -0.1552], [-0.0487, 0.0154, 0.1281], [0.0015, -0.0334, 0.0186], [-0.0042, 0.0121, 0.0252], [0.0187, 0.0332, 0.0283], [-0.0257, 0.0088, -0.0205], [-0.0007, -0.0223, -0.0299], [0.0007, -0.1666, -0.1171], [-0.0804, -0.0164, 0.2670], [-0.0264, 0.1123, -0.2043], [-0.0558, -0.0116, 0.0260], [-0.0218, 0.0278, -0.0314], [-0.0064, 0.0784, -0.0087], [0.0240, -0.0410, -0.0022], [0.0276, -0.0840, 0.0261], [0.1157, 0.2415, -0.2141], [-0.1254, 0.0093, -0.0596], [0.0235, -0.2014, 0.1491], [-0.0333, 0.0400, -0.0239], [0.0655, 0.0245, -0.0139], [-0.0788, 0.0121, -0.0379], [0.0649, -0.0284, 0.0476], [-0.0232, 0.0127, 0.0284], [0.0117, 0.0234, -0.0227], [-0.0100, -0.1325, 0.1114], [-0.0768, 0.1484, -0.0863], [0.1207, -0.0418, 0.0083], [-0.0207, 0.0620, -0.0400], [-0.0057, -0.0235, 0.0140], [0.0299, -0.0083, 0.0039], [0.0436, -0.0006, 0.0672], [0.0056, -0.0269, -0.0268], [-0.0264, 0.1335, 0.0991], [0.0383, -0.1417, -0.0842], [-0.0234, -0.0113, 0.0231], [-0.0194, -0.0579, -0.0354], [-0.0280, 0.0058, -0.0266], [0.0310, -0.0190, 0.0195], [0.0090, 0.0218, -0.0024], [-0.0012, -0.0164, 0.0338], [0.0864, -0.0325, -0.1196], [-0.1035, 0.0092, 0.0721], [0.0360, 0.0325, 0.0324], [-0.0160, -0.0062, 0.0298], [0.0043, 0.0313, 0.0188], [-0.0109, -0.0022, -0.0448], [0.0138, 0.0013, -0.0153], [-0.0403, 0.0239, -0.0436], [-0.0167, 0.1376, 0.0711], [0.0744, -0.1376, -0.0529], [-0.0155, 0.0564, -0.0320], [0.0247, -0.0163, -0.0165], [0.0143, 0.0058, 0.0064], [-0.0290, 0.0007, 0.0289], [-0.0144, 0.0193, 0.0310], [-0.0668, -0.0361, -0.0828], [0.0088, -0.0063, 0.1712], [0.0527, 0.0436, -0.1455], [-0.0384, 0.0331, 0.0469], [0.0159, 0.0320, -0.0215], [0.0119, 0.0094, 0.0167], [-0.0043, -0.0343, 0.0094], [0.0059, -0.0280, 0.0233], [-0.0850, -0.0239, 0.0259], [0.0230, 0.0613, 0.1334], [-0.0163, -0.0166, -0.1728], [0.0316, -0.0054, 0.0211], [-0.0077, -0.0070, -0.0174], [-0.0183, -0.0287, 0.0000], [-0.0151, 0.0202, 0.0300], [-0.0018, 0.0085, 0.0278]]}

=====

# 2
{"formula": "C4HCl2N", "method": "wB97M-V/def2-TZVPD", "smiles": "N#CC#CC(Cl)Cl", "total_energy_ha": -1127.98413, "multiplicity": 1, "e_lumo_ev": -1.05, "total_charge": 0, "homo_lumo_gap_ev": 9.64, "symbols": ["N", "C", "C", "C", "C", "Cl", "Cl", "H"], "coordinates": [[4.365597, 0.019125, -0.063182], [3.115638, -0.411702, -0.161637], [1.669128, -0.674756, 0.104281], [0.401258, -0.456580, 0.188065], [-0.995640, -0.061567, 0.485193], [-2.202407, -1.172044, -0.176695], [-0.994562, 1.726712, -0.098330], [-1.353030, 0.064396, 1.422280]], "forces_ev_per_angstrom": [[-11.7883, -4.2511, -1.1831], [7.8677, 3.4002, 2.1195], [-3.3061, 2.1427, -0.5650], [6.0245, -1.1190, 0.4909], [1.4993, 0.6143, -3.5533], [0.1511, 0.3006, -0.5587], [-0.4838, -1.2471, -0.0110], [0.0356, 0.1594, 3.2606]]}